[1]
ORCA calculation (wB97M-V/def2-TZVPD) on a gas-phase ion, CH4ClN2O (charge +1) in a non-equilibrium geometry.

Geometry as XYZ:
```
9
CH4ClN2O wB97M-V/def2-TZVPD
N 1.0223 -1.1125 -0.4917
C 0.1572 0.0148 -1.0035
Cl 0.4137 0.3141 -2.6871
N -0.6771 0.7898 -0.4095
O -0.8617 0.7201 0.9423
H 1.1600 -1.2612 0.5324
H 1.6566 -1.3091 -1.2603
H -1.0217 1.4791 -0.9733
H -1.7491 1.0686 1.1643
```

Summary:
Gap between HOMO and LUMO   11.34 eV
E_LUMO   -4.47 eV
Total charge   +1
Energy above the lowest of the compared OMol25 structures with the same formula, charge and spin   27.9 kcal/mol
SMILES string   [NH2+]=C(Cl)NO
Highest occupied orbital energy   -15.813 eV

***

[2]
ORCA calculation (wB97M-V/def2-TZVPD) on a single C10H19NO2 molecule in a non-equilibrium geometry.

Geometry as XYZ:
```
32
C10H19NO2 wB97M-V/def2-TZVPD
C -4.3884 0.7631 -0.7505
C -3.5977 0.0269 0.3234
C -2.3409 -0.4734 -0.1232
O -1.7555 -1.3287 0.8408
C -0.4547 -0.8108 1.1190
C -0.1090 0.0695 -0.0249
C 0.6512 -0.7698 -1.0130
C 2.1221 -0.9266 -0.7232
N 2.7323 0.3255 -0.3156
C 4.1219 0.0656 -0.1157
C 2.0548 0.8917 0.7670
C 0.6845 1.3297 0.3608
O -1.3820 0.5576 -0.3985
H -5.3120 1.0224 -0.3401
H -4.4053 0.1002 -1.6627
H -3.8594 1.6981 -1.0015
H -4.1353 -0.8166 0.8524
H -3.2751 0.5715 1.2767
H -2.3757 -1.1155 -1.0710
H -0.4348 -0.2093 2.1127
H 0.2403 -1.6967 1.1314
H 0.2412 -1.7629 -1.0960
H 0.5947 -0.1792 -1.9091
H 2.3705 -1.6580 0.1282
H 2.6388 -1.3297 -1.6442
H 4.2797 -0.8709 0.6221
H 4.7010 -0.1786 -1.0383
H 4.6995 0.9516 0.2960
H 2.0183 0.1834 1.6506
H 2.7365 1.7009 1.1403
H 0.8365 1.9121 -0.5691
H 0.1020 1.9569 1.1752
```

Summary:
Gap between HOMO and LUMO   9.78 eV
E_LUMO   0.97 eV
Total charge   0
Energy above the lowest of the compared OMol25 structures with the same formula, charge and spin   24.5 kcal/mol
SMILES string   CC[C@@H]1OCC2(CCN(C)CC2)O1
Highest occupied orbital energy   -8.808 eV

***

[3]
ORCA calculation (wB97M-V/def2-TZVPD) on a molecular structure, C23H36P2Pb in a non-equilibrium geometry.

Geometry as XYZ:
```
62
C23H36P2Pb wB97M-V/def2-TZVPD
P 3.4887 1.1848 -2.3169
P 3.2288 -1.9110 -1.3147
C 4.9959 0.1153 -2.2713
C 4.6544 -1.3811 -2.3902
H 5.5032 0.3316 -1.3176
H 5.6524 0.4466 -3.0899
H 4.3577 -1.6312 -3.4214
H 5.5139 -2.0094 -2.1125
C 4.0803 -2.0624 0.3124
H 3.3918 -2.5388 1.0225
H 4.3497 -1.0744 0.7066
H 4.9838 -2.6781 0.1977
C 3.1046 -3.6646 -1.7878
H 4.0644 -4.1745 -1.6231
H 2.8205 -3.7221 -2.8470
H 2.3175 -4.1304 -1.1814
C 4.0899 2.8470 -1.9107
H 3.2219 3.5176 -1.8664
H 4.8095 3.2083 -2.6600
H 4.5601 2.8182 -0.9196
C 3.1120 1.2599 -4.1054
H 2.7621 0.2774 -4.4491
H 4.0008 1.5617 -4.6811
H 2.3061 1.9892 -4.2612
Pb -3.8828 0.1169 -0.7329
C 0.0070 -1.4344 0.0649
C 0.6929 -0.9558 1.1114
C 1.8375 -0.0001 1.1334
C 1.4050 1.4595 1.3361
C 0.6527 2.0624 0.1840
C 0.3876 1.5427 -1.0204
C 0.8818 0.2687 -1.6169
C 0.0343 -0.9996 -1.3711
C -3.7547 2.1890 0.1185
H -0.7340 -2.2243 0.2650
H 0.3817 -1.2663 2.1190
H 2.4546 -0.0499 0.2303
H 2.5309 -0.2752 1.9434
H 0.7959 1.5197 2.2531
H 2.2982 2.0816 1.5271
H 0.3524 3.1045 0.3586
H -0.2302 2.1272 -1.7145
H 1.8929 0.0250 -1.2370
H 0.9879 0.3886 -2.7067
H -0.9878 -0.8122 -1.7511
H 0.4263 -1.8253 -2.0032
H -4.7487 2.6532 -0.0145
H -2.9656 2.7863 -0.3705
H -3.5335 2.0340 1.1859
C -4.3904 -0.6164 1.2698
C -5.2120 -0.5017 2.1919
C -6.2666 -0.3517 3.1223
C -6.0691 -0.3482 4.5213
C -7.1655 -0.2361 5.3814
C -8.4665 -0.1029 4.8725
C -8.6547 -0.0362 3.4870
C -7.5731 -0.1628 2.6219
H -5.0557 -0.4467 4.9119
H -7.0067 -0.2489 6.4606
H -9.3227 -0.0374 5.5475
H -9.6502 0.1185 3.0684
H -7.7192 -0.1253 1.5394
```

Summary:
Gap between HOMO and LUMO   6.94 eV
E_LUMO   -0.46 eV
Total charge   0
Energy above the lowest of the compared OMol25 structures with the same formula, charge and spin   0.0 kcal/mol
Highest occupied orbital energy   -7.402 eV

***

[4]
ORCA calculation (wB97M-V/def2-TZVPD) on 11 unconnected molecules or ions with the total composition C47H67N7O12S4 in a non-equilibrium geometry.

Geometry as XYZ:
```
137
C47H67N7O12S4 wB97M-V/def2-TZVPD
C 4.0422 2.3873 2.4553
C 3.0562 3.2763 1.7978
O 3.3837 4.7230 1.9662
S 3.0293 5.8968 0.9265
C 4.5950 6.0928 0.2813
O 2.1893 5.3507 -0.0949
O 2.5959 7.0490 1.6662
H 3.5534 1.3714 2.4473
H 4.3415 2.6530 3.4635
H 4.9714 2.2547 1.8833
H 2.8469 3.0867 0.7612
H 2.0366 3.2162 2.2450
H 5.0067 5.1161 -0.0318
H 5.3170 6.5039 1.0076
H 4.5800 6.7437 -0.6110
C -1.0599 6.0005 -2.9209
C -2.5113 5.7499 -2.5150
O -2.8150 4.2777 -3.0176
S -2.6770 3.1493 -1.9210
C -4.3145 3.2929 -1.0913
O -2.5894 1.9328 -2.6662
O -1.6324 3.4001 -0.9500
H -0.5589 6.8842 -2.5015
H -1.1387 6.1102 -4.0384
H -0.4743 5.1265 -2.7578
H -2.7980 5.8178 -1.4406
H -3.1192 6.4259 -3.1275
H -4.2577 2.6312 -0.2576
H -5.0842 3.0454 -1.7984
H -4.3909 4.3202 -0.7625
C 0.8376 1.5573 -3.1734
C 0.5459 2.6192 -4.2438
O 0.4408 2.0539 -5.5984
S -0.8545 2.3069 -6.4256
C -2.0317 1.1526 -5.9364
O -1.4414 3.5713 -6.1188
O -0.4179 1.9702 -7.7654
H 1.7326 1.0189 -3.4524
H 0.0090 0.8619 -3.0179
H 0.9763 2.1960 -2.2775
H -0.3461 3.1088 -3.9030
H 1.3239 3.3645 -4.2013
H -1.5803 0.1327 -6.0056
H -2.8552 1.2734 -6.6438
H -2.3292 1.2893 -4.8642
C -1.4973 -7.5775 -1.9353
C -0.1081 -7.4380 -2.5209
O 0.9547 -7.5063 -1.4548
S 1.3039 -6.2178 -0.5702
C 2.5171 -5.3587 -1.5572
O 0.2153 -5.3310 -0.3664
O 2.0399 -6.8100 0.4604
H -1.5277 -8.5193 -1.4415
H -2.2556 -7.6288 -2.7357
H -1.6798 -6.7592 -1.2591
H 0.1403 -8.2250 -3.2622
H 0.1458 -6.5263 -3.0634
H 3.4518 -5.9504 -1.6438
H 2.7537 -4.4637 -0.9543
H 2.1082 -5.0330 -2.4997
C -0.9505 2.6103 2.8797
C -2.0927 1.9329 3.2853
C -3.3339 2.4326 2.9661
N -3.5210 3.6159 2.3128
C -2.4354 4.1616 1.8428
C -1.1338 3.7015 2.0642
H 0.0346 2.2491 3.1936
H -1.9385 0.9870 3.7711
H -4.2964 1.9371 3.2263
H -2.6182 5.0481 1.3106
H -0.3320 4.2101 1.4993
C -2.0708 -1.5891 4.7651
C -1.3310 -0.7859 5.6256
C -0.0854 -0.4283 5.1928
N 0.4731 -0.8522 4.0201
C -0.3300 -1.5448 3.1949
C -1.6160 -1.9760 3.4955
H -2.9703 -2.0277 5.1836
H -1.7254 -0.5694 6.6236
H 0.5781 0.0191 5.8799
H 0.1433 -1.8991 2.3027
H -2.1685 -2.5349 2.7461
C -4.1955 -0.1160 0.6995
C -4.6555 -0.4766 -0.5065
C -5.4788 -1.5761 -0.5659
N -5.9671 -2.2435 0.4206
C -5.5204 -1.8537 1.6556
C -4.6683 -0.8141 1.8281
H -3.5080 0.7274 0.8456
H -4.3259 -0.0334 -1.4566
H -5.6514 -2.0215 -1.5481
H -5.8604 -2.4116 2.5234
H -4.2372 -0.6201 2.8342
C 4.2156 -2.3740 1.6263
C 3.3956 -2.1588 2.7018
C 3.8603 -1.2693 3.6759
N 5.0368 -0.6175 3.5935
C 5.8363 -0.8646 2.5259
C 5.4597 -1.7515 1.5350
H 3.7895 -2.9450 0.7883
H 2.4003 -2.5640 2.7205
H 3.3270 -1.1917 4.6401
H 6.7650 -0.2376 2.4633
H 6.0987 -1.9378 0.6968
C 6.2035 2.0014 -1.8787
C 5.2459 2.9023 -2.3101
C 3.9466 2.4564 -2.1208
N 3.5937 1.2077 -1.7769
C 4.5527 0.3357 -1.4083
C 5.9129 0.7294 -1.4277
H 7.2192 2.3338 -1.8810
H 5.4424 3.8434 -2.7457
H 3.1219 3.1253 -2.3546
H 4.1932 -0.6628 -1.1098
H 6.7229 0.0592 -1.1082
C -2.4265 -5.3834 1.8426
C -3.3468 -5.0480 0.8876
C -4.6225 -5.5237 1.0050
N -5.0007 -6.3613 1.9571
C -4.0942 -6.7266 2.8515
C -2.7767 -6.2361 2.8923
H -1.4492 -4.8812 1.8578
H -3.0654 -4.4496 0.0508
H -5.3324 -5.2452 0.2492
H -4.4421 -7.3288 3.6738
H -2.1086 -6.5326 3.6693
C -0.7228 0.1137 0.0184
C -1.0714 -1.1076 -0.5213
C 0.0361 -2.0398 -0.5513
N 1.2779 -1.7112 -0.2458
C 1.5292 -0.3978 0.0742
C 0.5820 0.5416 0.2571
H -1.4803 0.8296 0.1060
H -2.0724 -1.4223 -0.7939
H -0.1386 -3.1194 -0.8853
H 2.6030 -0.2517 0.2952
H 0.8759 1.5846 0.3867
```

Summary:
Gap between HOMO and LUMO   9.88 eV
E_LUMO   0.31 eV
Total charge   0
Energy above the lowest of the compared OMol25 structures with the same formula, charge and spin   20.1 kcal/mol
SMILES string   CCOS(C)(=O)=O.CCOS(C)(=O)=O.CCOS(C)(=O)=O.CCOS(C)(=O)=O.c1ccncc1.c1ccncc1.c1ccncc1.c1ccncc1.c1ccncc1.c1ccncc1.c1ccncc1
Highest occupied orbital energy   -9.567 eV

***

[5]
ORCA calculation (wB97M-V/def2-TZVPD) on a gas-phase ion, C5H6N (charge +1) in a non-equilibrium geometry.

Geometry as XYZ:
```
12
C5H6N wB97M-V/def2-TZVPD
C -0.3461 -0.6525 1.6786
C -0.5682 0.1701 0.8150
C 1.2815 0.7401 -2.2716
C -0.2029 -1.4817 2.6700
C -0.7607 0.7167 -0.5781
N 0.0732 0.8562 -2.0021
H 2.0022 0.3400 -1.6188
H 1.6855 1.1655 -3.2991
H -0.3162 -2.5313 2.4210
H -0.1733 -1.0962 3.5838
H -1.6207 0.0216 -0.9322
H -1.0543 1.7513 -0.4663
```

Summary:
Gap between HOMO and LUMO (spin up / spin down)   6.37 / 6.37 eV
E_LUMO (spin up / spin down)   -7.79 / -7.79 eV
Total charge   +1
Energy above the lowest of the compared OMol25 structures with the same formula, charge and spin   154.7 kcal/mol
Highest occupied orbital energy (spin up / spin down)   -14.165 / -14.166 eV

***

[6]
ORCA calculation (wB97M-V/def2-TZVPD) on 2 unconnected molecules or ions with the total composition C4H11NO2Si in a non-equilibrium geometry.

Geometry as XYZ:
```
19
C4H11NO2Si wB97M-V/def2-TZVPD
C 0.2549 -0.7085 -1.3479
Si 0.0526 0.7258 -0.0810
C -0.5534 2.1119 -1.1755
C 1.7636 1.1607 0.5775
O -0.9933 0.3080 1.0498
H 1.1121 -0.6335 -1.9034
H 0.3412 -1.6706 -0.8474
H -0.4141 -0.6514 -2.0635
H -0.4720 3.1506 -0.7976
H -0.0059 2.1211 -2.1696
H -1.6690 2.1186 -1.3938
H 1.8623 2.0163 1.2504
H 2.2550 0.3100 1.0563
H 2.4159 1.4092 -0.1481
H -0.9758 -0.3975 1.6611
C -1.7763 -3.1460 1.3309
N -0.9361 -2.5980 1.9076
O -0.3066 -1.8712 2.5716
H -1.9552 -3.7556 0.5225
```

Summary:
Gap between HOMO and LUMO   10.52 eV
E_LUMO   0.53 eV
Total charge   0
Energy above the lowest of the compared OMol25 structures with the same formula, charge and spin   49.2 kcal/mol
SMILES string   C[Si](C)(C)O.C#[N+][O-]
Highest occupied orbital energy   -9.981 eV